Record 1
{"formula": "C19H19NO4", "method": "ωB97M-V with the def2-TZVPD basis set", "elements": ["C", "C", "H", "H", "O", "C", "O", "C", "C", "C", "C", "C", "C", "H", "H", "N", "C", "C", "C", "O", "C", "C", "C", "C", "C", "C", "O", "H", "H", "H", "C", "H", "H", "H", "H", "H", "H", "H", "H", "H", "H", "H", "H"], "positions_angstrom": [[2.031, -6.295, -2.169], [0.844, -6.014, -1.361], [0.781, -6.707, -0.599], [-0.028, -6.277, -1.954], [1.060, -4.784, -0.871], [-0.180, -4.574, -0.014], [-1.109, -5.400, 0.354], [-0.100, -3.121, 0.276], [0.948, -2.309, -0.002], [0.955, -0.934, 0.591], [-0.302, -0.550, 1.214], [-1.194, -1.445, 1.503], [-0.998, -2.607, 1.215], [-2.112, -3.303, 1.392], [-1.911, -0.987, 2.182], [-0.229, 0.705, 1.964], [0.408, 2.003, 1.531], [0.232, 3.035, 2.248], [0.619, 4.507, 1.634], [0.513, 5.324, 2.522], [1.288, 4.459, 0.254], [0.456, 3.291, -0.553], [-0.977, 3.653, -0.810], [-1.663, 4.616, -1.268], [-2.880, 4.447, -1.523], [-2.990, 3.309, -0.592], [-1.595, 2.776, -0.186], [-3.907, 2.660, -0.392], [-3.755, 4.918, -1.473], [-1.108, 5.589, -1.745], [0.824, 2.062, -0.114], [2.062, 1.864, -0.070], [0.369, 1.306, -0.637], [1.212, 3.484, -1.519], [2.358, 4.319, 0.424], [0.853, 5.532, -0.149], [-0.087, 3.076, 3.016], [-0.955, 0.853, 2.862], [1.730, -0.371, 0.347], [1.578, -2.768, -0.520], [2.932, -6.097, -1.466], [1.879, -5.799, -2.943], [2.148, -7.443, -2.598]], "mulliken_charge": [-1.414, -0.255, 0.391, 0.398, -0.284, 0.328, -0.604, 0.229, -0.974, -1.002, 1.021, -0.618, -0.741, 0.127, 0.334, -0.160, -0.075, -1.159, 0.507, -0.584, -0.756, 0.185, 0.265, -0.222, -0.586, -0.465, 0.010, 0.339, 0.425, 0.099, -1.406, 0.259, 0.875, 0.168, 0.444, 0.231, 1.391, 0.273, 0.632, 1.332, 0.297, 0.468, 0.277], "total_charge": 0, "energy_ha": -1090.49593, "homo_ev": -8.108}

=====

Record 2
{"formula": "C19H20AlB2ClFMgN3O9", "method": "ωB97M-V with the def2-TZVPD basis set", "elements": ["C", "O", "B", "O", "C", "C", "N", "C", "C", "C", "C", "F", "C", "B", "O", "O", "C", "C", "C", "N", "H", "H", "H", "H", "H", "H", "H", "H", "H", "H", "H", "H", "H", "O", "H", "H", "C", "C", "C", "O", "C", "C", "C", "O", "O", "O", "H", "H", "Mg", "Al", "C", "C", "N", "H", "H", "H", "Cl"], "positions_angstrom": [[-3.647, 1.215, 0.518], [-3.250, 1.420, -0.855], [-2.877, 0.216, -1.375], [-3.798, -0.665, -1.883], [-1.323, -0.191, -1.420], [-0.730, -0.882, -0.328], [0.520, -1.223, -0.293], [1.244, -0.909, -1.403], [2.626, -1.251, -1.441], [3.227, -1.924, -0.236], [4.155, -0.976, 0.528], [5.488, -1.422, 0.608], [3.369, -0.977, -2.567], [4.860, -1.367, -2.809], [5.915, -0.898, -1.937], [5.217, -2.141, -3.839], [2.759, -0.308, -3.661], [1.441, 0.048, -3.605], [0.647, -0.252, -2.484], [-0.663, 0.135, -2.501], [-3.067, 1.867, 1.160], [-3.474, 0.185, 0.829], [-4.704, 1.415, 0.619], [-3.613, -1.547, -1.545], [-1.336, -1.112, 0.537], [3.789, -2.803, -0.547], [2.485, -2.266, 0.469], [4.146, 0.034, 0.105], [3.833, -0.876, 1.558], [5.519, -0.162, -1.438], [6.079, -1.864, -4.180], [3.333, -0.095, -4.548], [0.996, 0.563, -4.440], [-1.150, -1.317, -5.245], [-2.055, -1.641, -5.206], [-0.931, -1.093, -4.333], [-8.081, 0.891, 4.386], [-9.228, 0.975, 3.610], [-9.080, 0.424, 2.177], [-10.112, 0.352, 1.401], [-7.846, -0.027, 1.741], [-6.641, -0.110, 2.524], [-6.788, 0.344, 3.982], [-5.887, 0.264, 4.780], [-5.570, -0.502, 2.123], [-10.379, 1.417, 3.941], [-8.109, 1.260, 5.406], [-7.818, -0.339, 0.703], [-10.928, -0.585, 3.030], [6.898, 0.219, -0.537], [9.550, 2.262, 3.127], [8.677, 2.569, 1.975], [7.885, 2.475, 1.113], [8.998, 2.456, 4.046], [9.834, 1.210, 3.093], [10.438, 2.879, 3.097], [9.155, 4.633, 1.472]], "mulliken_charge": [-0.621, -0.479, 0.614, -0.534, 0.099, -0.383, -0.433, 0.162, 0.322, -0.926, -0.567, -0.258, 0.542, 0.550, -0.418, -0.399, -1.242, -0.046, 0.162, -0.573, 0.312, 0.271, 0.202, 0.333, 0.474, 0.484, 0.395, 0.401, 0.343, 0.275, 0.299, 0.443, 0.555, -0.664, 0.306, 0.403, -0.620, 0.704, 0.823, -0.764, -0.631, 0.275, 0.345, -0.502, -0.531, -0.757, 0.470, 0.459, 1.313, 0.637, -0.910, 0.665, -0.361, 0.318, 0.301, 0.394, -0.036], "total_charge": 2, "energy_ha": -2629.05458, "homo_ev": -11.611}

=====

Record 3
{"formula": "C19H20BFNO", "method": "ωB97M-V with the def2-TZVPD basis set", "elements": ["C", "O", "C", "C", "C", "N", "B", "H", "C", "C", "H", "H", "H", "H", "H", "H", "H", "H", "H", "F", "C", "C", "C", "C", "C", "C", "C", "C", "C", "C", "C", "C", "C", "H", "H", "H", "H", "H", "H", "H", "H", "H", "H"], "positions_angstrom": [[-6.052, -2.539, -5.377], [-5.348, -1.398, -5.882], [-4.893, -0.435, -5.043], [-4.235, 0.654, -5.651], [-3.721, 1.705, -4.915], [-3.864, 1.748, -3.552], [-3.369, 2.921, -2.817], [-2.912, 1.559, 1.558], [-4.490, 0.689, -2.924], [-4.975, -0.406, -3.628], [-6.298, -3.096, -6.281], [-5.417, -3.151, -4.730], [-6.973, -2.252, -4.859], [-4.142, 0.663, -6.729], [-3.215, 2.552, -5.372], [-2.198, 2.931, -2.579], [-4.232, 3.443, -2.136], [-4.599, 0.770, -1.839], [-5.441, -1.216, -3.076], [-1.245, 3.117, 5.951], [-2.268, 3.298, 5.013], [-2.536, 4.611, 4.643], [-3.350, 4.792, 3.506], [-3.861, 3.699, 2.821], [-3.602, 2.371, 3.215], [-3.870, 1.394, 2.060], [-3.885, -0.111, 2.095], [-4.718, -0.872, 1.237], [-4.499, -2.238, 1.082], [-3.518, -2.857, 1.888], [-2.550, -2.070, 2.538], [-2.775, -0.701, 2.709], [-2.774, 2.158, 4.353], [-2.048, 5.453, 5.148], [-3.505, 5.798, 3.109], [-4.392, 3.851, 1.874], [-4.681, 1.782, 1.396], [-5.511, -0.392, 0.670], [-5.086, -2.829, 0.355], [-3.492, -3.936, 2.040], [-1.620, -2.512, 2.912], [-2.045, -0.074, 3.252], [-2.425, 1.174, 4.675]], "mulliken_charge": [-0.785, -0.362, 0.969, -0.719, -0.200, -0.109, 0.261, 0.339, -0.426, -0.516, 0.238, 0.355, 0.359, 0.438, 0.443, 0.045, 0.028, 0.492, 0.498, -0.301, 0.404, -0.673, -0.267, -0.967, 0.988, -0.778, 0.833, -0.468, -0.607, -0.530, -0.612, -0.536, -0.600, 0.408, 0.360, 0.247, 0.391, 0.539, 0.341, 0.389, 0.369, 0.253, 0.469], "total_charge": 1, "energy_ha": -990.40385, "homo_ev": -10.785}

=====

Record 4
{"formula": "C19H20BrClF5N5O5PtS", "method": "ωB97M-V with the def2-TZVPD basis set", "elements": ["Pt", "C", "N", "C", "C", "N", "N", "C", "N", "N", "H", "H", "H", "H", "H", "H", "H", "H", "H", "H", "H", "F", "C", "F", "H", "Cl", "C", "C", "C", "C", "C", "C", "C", "O", "O", "H", "H", "H", "H", "Br", "C", "C", "C", "C", "C", "C", "H", "H", "H", "H", "F", "C", "F", "F", "S", "O", "O", "O"], "positions_angstrom": [[-0.006, -0.136, -0.135], [-0.495, 0.406, 4.625], [0.851, 0.330, 4.070], [1.997, 0.322, 4.964], [0.963, 0.040, 2.753], [-0.035, -0.155, 1.974], [2.267, -0.064, 2.278], [2.695, 0.070, 0.985], [4.031, 0.339, 0.880], [1.976, -0.162, -0.060], [-0.428, 0.754, 5.651], [-0.991, -0.568, 4.614], [-1.101, 1.120, 4.066], [1.646, 0.519, 5.972], [2.705, 1.118, 4.719], [2.511, -0.643, 4.973], [-0.953, 0.009, 2.369], [2.979, 0.159, 2.951], [4.387, 0.985, 1.571], [4.332, 0.599, -0.047], [2.422, 0.064, -0.940], [0.146, -1.094, -2.868], [-0.004, 0.048, -2.152], [1.072, 0.840, -2.519], [-0.919, 0.539, -2.485], [-0.686, 8.606, -0.227], [-0.286, 6.925, -0.021], [-1.171, 5.957, -0.467], [-0.846, 4.619, -0.305], [0.352, 4.259, 0.304], [1.221, 5.246, 0.753], [0.910, 6.586, 0.590], [0.716, 2.810, 0.491], [1.717, 2.512, 1.154], [-0.104, 1.987, -0.052], [-2.101, 6.250, -0.933], [-1.526, 3.847, -0.634], [2.144, 4.948, 1.232], [1.581, 7.362, 0.931], [-0.274, -6.819, 0.162], [-0.200, -4.928, 0.030], [0.850, -4.331, -0.643], [0.901, -2.946, -0.730], [-0.088, -2.155, -0.158], [-1.130, -2.780, 0.519], [-1.197, -4.164, 0.609], [1.621, -4.937, -1.098], [1.720, -2.496, -1.275], [-1.922, -2.195, 0.968], [-2.019, -4.639, 1.127], [-4.888, -0.277, -0.996], [-4.528, -0.092, 0.268], [-4.399, -1.285, 0.857], [-5.484, 0.588, 0.897], [-2.954, 0.854, 0.369], [-3.189, 2.053, -0.367], [-2.657, 0.944, 1.776], [-2.065, -0.143, -0.345]], "mulliken_charge": [2.470, -0.964, 0.113, -1.117, 0.749, -0.765, -0.037, 0.511, -0.618, -0.280, 0.310, 0.344, 0.356, 0.297, 0.376, 0.390, -0.120, 0.189, 0.206, 0.253, 0.299, -0.276, -0.041, -0.329, 0.307, -0.224, 0.467, -0.844, -0.281, 0.131, -0.223, -0.765, 0.479, -0.722, -0.856, 0.436, 0.435, 0.432, 0.409, -0.211, -0.018, -0.646, 0.009, 0.045, -0.292, -0.646, 0.429, 0.355, 0.154, 0.461, -0.215, 0.491, -0.209, -0.202, 1.160, -0.583, -0.726, -0.853], "total_charge": 0, "energy_ha": -5437.14227, "homo_ev": -8.767}